{"formula": "C45H90BrClN9O6P", "method": "wB97M-V/def2-TZVPD", "homo_lumo_gap_ev": [7.3, 8.3], "energy_ev": -165664.7922, "homo_energy_ev": [-9.551, -10.546], "charge": 1, "s_squared": 3.76, "multiplicity": 4, "symbols": ["C", "C", "Br", "C", "N", "C", "C", "C", "C", "N", "C", "N", "N", "C", "N", "C", "C", "C", "C", "O", "C", "C", "C", "C", "C", "O", "P", "O", "Cl", "N", "H", "H", "H", "H", "H", "H", "H", "H", "H", "H", "H", "H", "H", "H", "H", "H", "H", "H", "H", "H", "H", "H", "H", "H", "H", "H", "H", "H", "H", "H", "H", "H", "H", "H", "H", "H", "C", "C", "C", "C", "C", "C", "N", "O", "C", "C", "C", "H", "H", "H", "H", "H", "H", "H", "H", "H", "H", "H", "H", "H", "H", "H", "H", "H", "H", "C", "C", "C", "C", "C", "C", "N", "O", "C", "C", "C", "H", "H", "H", "H", "H", "H", "H", "H", "H", "H", "H", "H", "H", "H", "H", "H", "H", "H", "C", "C", "C", "C", "C", "C", "N", "O", "C", "C", "C", "H", "H", "H", "H", "H", "H", "H", "H", "H", "H", "H", "H", "H", "H", "H", "H", "H", "H"], "positions_angstrom": [[5.0314, 3.1448, 3.5288], [5.1714, 4.6410, 3.8917], [4.8158, 4.8951, 5.8135], [4.1810, 5.5976, 3.1845], [4.5502, 5.9046, 1.7865], [5.4284, 7.0819, 1.5592], [6.9333, 6.7606, 1.4266], [7.8110, 8.0416, 1.3049], [7.2813, 9.1143, 0.3218], [8.4059, 9.7762, -0.3857], [8.0868, 10.0384, -1.7733], [8.6212, 9.3062, -2.6868], [7.1790, 11.1418, -1.9715], [4.1245, 5.1766, 0.7468], [4.5259, 5.4758, -0.5521], [4.4074, 4.3854, -1.5649], [3.0931, 3.5585, -1.4832], [2.2872, 3.5070, -2.8213], [2.5339, 2.1472, -3.5013], [3.6777, 1.7484, -3.7056], [2.2609, 3.9797, -0.2282], [1.3279, 2.8166, 0.1729], [0.4364, 3.0960, 1.4055], [1.0532, 2.6467, 2.7540], [0.6290, 3.5941, 3.8994], [1.4164, 4.7978, 3.9354], [1.2856, 5.6148, -0.3473], [-0.1515, 4.9830, -0.8730], [1.9095, 6.5786, -2.0757], [3.2613, 4.1152, 0.8845], [4.2681, 2.9597, 2.7584], [4.7677, 2.5527, 4.4228], [5.9993, 2.7387, 3.1787], [6.2075, 4.9799, 3.7690], [3.1378, 5.2306, 3.2761], [4.2042, 6.5609, 3.7251], [5.2827, 7.7887, 2.3891], [5.0494, 7.5862, 0.6494], [7.2557, 6.2367, 2.3406], [7.1638, 6.0931, 0.5769], [7.9274, 8.4684, 2.3187], [8.8126, 7.7472, 0.9595], [6.6587, 9.8513, 0.8667], [6.6235, 8.6522, -0.4390], [8.5160, 10.7048, 0.0212], [8.2898, 9.5819, -3.6141], [6.2088, 10.8619, -1.8568], [7.2773, 11.5208, -2.9108], [5.4922, 5.7963, -0.5629], [5.2983, 3.7343, -1.4766], [4.4816, 4.8621, -2.5586], [3.4112, 2.5194, -1.2725], [1.2012, 3.6257, -2.6569], [2.6344, 4.2633, -3.5387], [1.6676, 1.5135, -3.7858], [0.6943, 2.5754, -0.6951], [1.9814, 1.9404, 0.3586], [-0.5283, 2.5696, 1.2705], [0.1810, 4.1645, 1.4888], [2.1592, 2.6621, 2.7179], [0.7435, 1.6459, 3.0629], [-0.4433, 3.8483, 3.7967], [0.7685, 3.0898, 4.8729], [1.1047, 5.3887, 3.2350], [-0.5938, 5.6366, -1.4429], [2.7545, 4.1517, 1.7697], [-0.5017, -5.0288, 0.1417], [-0.9045, -3.9788, -0.9298], [-1.9582, -4.5571, -1.8900], [-1.4161, -5.4832, -2.9750], [-0.2132, -4.8602, -3.6776], [0.8835, -4.4397, -2.6985], [0.3064, -3.5101, -1.6737], [0.1442, -2.3052, -2.1568], [1.5055, -5.6875, -2.0504], [2.0172, -3.7334, -3.4376], [-1.5377, -2.8089, -0.1816], [0.5770, -5.0671, 0.2826], [-0.9263, -4.7701, 1.1120], [-0.8463, -6.0330, -0.1072], [-2.4806, -3.7276, -2.3778], [-2.7101, -5.0850, -1.2989], [-1.1521, -6.4570, -2.5524], [-2.2097, -5.6776, -3.6983], [0.2091, -5.5595, -4.4037], [-0.5416, -3.9846, -4.2476], [2.2673, -5.4087, -1.3202], [1.9909, -6.2819, -2.8262], [0.7880, -6.3385, -1.5598], [1.6626, -2.8811, -4.0157], [2.4822, -4.4379, -4.1278], [2.7816, -3.3822, -2.7412], [-0.8106, -2.3184, 0.4677], [-2.3513, -3.1911, 0.4355], [-1.9574, -2.0623, -0.8545], [-8.2030, -7.5380, -3.6597], [-7.0157, -6.6217, -4.0580], [-7.1282, -6.1891, -5.5292], [-6.6889, -7.2346, -6.5540], [-5.3301, -7.8241, -6.1877], [-5.3007, -8.3850, -4.7657], [-5.7134, -7.3173, -3.8001], [-4.7421, -6.4655, -3.5973], [-6.2127, -9.6192, -4.6758], [-3.8954, -8.8644, -4.4092], [-7.0980, -5.3732, -3.1800], [-7.8688, -8.4060, -3.0941], [-8.9002, -7.0044, -3.0144], [-8.7655, -7.8939, -4.5237], [-6.5203, -5.2903, -5.6761], [-8.1632, -5.8955, -5.7183], [-7.4390, -8.0248, -6.6443], [-6.6280, -6.7642, -7.5372], [-5.0568, -8.6182, -6.8864], [-4.5638, -7.0475, -6.2841], [-6.2342, -10.0136, -3.6586], [-5.8160, -10.4000, -5.3267], [-7.2369, -9.4385, -4.9904], [-3.1510, -8.0797, -4.5337], [-3.6260, -9.6937, -5.0641], [-3.8541, -9.2160, -3.3770], [-6.9494, -5.6212, -2.1277], [-8.0899, -4.9346, -3.2962], [-6.3624, -4.6227, -3.4631], [-4.5115, -0.4086, 3.9441], [-2.9858, -0.6998, 3.9654], [-2.6874, -2.0472, 4.6474], [-2.7282, -2.0417, 6.1735], [-1.9296, -0.8723, 6.7362], [-2.3764, 0.4696, 6.1525], [-2.2791, 0.4239, 4.6440], [-1.0473, 0.5567, 4.2477], [-3.8013, 0.7974, 6.6311], [-1.4914, 1.5983, 6.6787], [-2.5422, -0.8189, 2.5080], [-4.7297, 0.6186, 4.2295], [-4.9120, -0.5369, 2.9394], [-5.0733, -1.0690, 4.6049], [-1.6939, -2.3802, 4.3301], [-3.3968, -2.7847, 4.2648], [-3.7605, -2.0047, 6.5308], [-2.3165, -2.9823, 6.5445], [-2.0273, -0.8336, 7.8233], [-0.8653, -1.0218, 6.5252], [-4.1507, 1.7375, 6.2012], [-3.7905, 0.9131, 7.7162], [-4.5344, 0.0305, 6.4062], [-0.4366, 1.4174, 6.4834], [-1.6243, 1.6791, 7.7581], [-1.7682, 2.5537, 6.2288], [-2.6512, 0.1159, 1.9553], [-3.1612, -1.5765, 2.0309], [-1.5058, -1.1488, 2.4336]], "atomic_forces_ev_per_a": [[0.349, -0.274, 0.206], [-0.317, -0.112, 0.039], [0.099, -0.001, -0.187], [0.082, 0.294, 0.405], [0.076, -0.370, -0.546], [0.165, 0.072, -0.622], [0.196, 0.319, 0.256], [-0.218, -0.162, 0.131], [-0.011, -0.226, 0.056], [-0.776, 0.582, -0.575], [0.300, -0.905, -0.767], [-0.563, 1.082, 1.201], [0.579, -0.260, -0.344], [0.411, 0.157, -0.575], [0.135, -1.106, 1.529], [0.073, -0.010, -0.686], [0.109, -0.004, 0.222], [-0.140, -0.783, 0.084], [1.833, -0.364, -0.141], [-1.927, 0.679, 0.389], [0.661, -0.898, -0.864], [-0.188, 0.089, -0.174], [-0.051, -0.624, 0.277], [-0.039, 0.734, 0.511], [-0.170, -0.584, 0.077], [-0.375, -0.116, -0.382], [-0.477, -0.147, 0.300], [0.528, 0.504, -0.313], [0.038, -0.117, 0.035], [-0.590, 1.652, -0.162], [0.410, 0.092, 0.306], [0.016, 0.305, -0.484], [-0.498, 0.232, 0.024], [-0.408, -0.040, -0.011], [0.894, 0.072, -0.074], [-0.040, -0.422, -0.357], [-0.068, -0.395, -0.174], [0.187, -0.191, 0.431], [-0.092, 0.014, -0.388], [-0.278, 0.175, 0.216], [-0.012, -0.053, -0.465], [-0.334, 0.086, 0.143], [0.190, -0.284, -0.263], [0.324, 0.034, 0.241], [0.114, -0.244, 0.064], [-0.051, -0.042, 0.182], [0.140, 0.069, 0.275], [-0.067, -0.129, 0.146], [-0.393, 0.479, -0.009], [-0.538, 0.152, 0.049], [-0.048, -0.071, 0.553], [-0.160, 0.487, 0.015], [0.504, 0.123, -0.068], [-0.204, -0.094, 0.286], [0.147, 0.272, 0.012], [0.262, 0.101, 0.304], [-0.350, 0.356, -0.063], [0.448, 0.345, 0.091], [0.031, -0.214, -0.179], [-0.454, -0.238, 0.087], [0.010, -0.022, -0.386], [0.395, -0.145, 0.134], [-0.012, 0.389, -0.460], [-0.215, -0.029, 0.249], [-0.071, -0.275, 0.249], [0.358, -0.136, -0.027], [0.197, 0.004, -0.033], [-0.152, -0.525, 0.918], [-0.076, 0.074, -0.345], [0.083, -0.043, 0.047], [-0.336, 0.074, -0.063], [0.755, -0.552, 0.077], [-1.112, 1.092, -1.371], [0.465, -0.809, 0.646], [-0.025, -0.012, 0.113], [-0.094, 0.279, -0.073], [0.078, 0.282, -0.177], [-0.022, 0.030, -0.004], [-0.113, 0.013, -0.069], [0.038, 0.011, -0.042], [0.105, 0.055, 0.014], [0.006, 0.052, 0.040], [0.038, 0.023, 0.011], [-0.017, -0.030, 0.051], [0.061, -0.006, 0.050], [0.054, 0.063, 0.098], [-0.008, 0.023, -0.014], [-0.012, 0.086, -0.034], [-0.019, 0.035, -0.016], [-0.028, -0.028, 0.096], [-0.016, -0.049, 0.038], [-0.049, -0.013, 0.003], [0.005, -0.040, -0.005], [0.043, -0.098, 0.001], [0.126, -0.014, -0.029], [0.114, -0.160, 0.068], [-0.881, -0.156, 0.459], [0.279, 0.088, -0.245], [-0.055, -0.064, 0.113], [-0.032, 0.300, -0.148], [-0.065, -0.961, 0.125], [1.109, 1.489, -0.991], [-0.715, -0.814, 0.259], [-0.113, 0.022, 0.058], [0.147, 0.217, 0.021], [0.212, 0.098, 0.001], [0.007, 0.043, 0.001], [0.005, 0.094, -0.092], [0.051, -0.029, -0.008], [0.061, -0.047, 0.091], [-0.005, 0.027, 0.066], [0.019, -0.021, 0.042], [-0.033, -0.009, 0.000], [-0.012, -0.044, 0.048], [-0.004, -0.006, 0.124], [0.019, 0.022, -0.004], [0.069, 0.059, 0.014], [0.031, 0.029, 0.007], [-0.069, 0.019, 0.035], [-0.062, -0.013, -0.006], [-0.025, 0.023, -0.005], [-0.018, -0.032, -0.025], [-0.022, -0.053, -0.014], [0.044, -0.088, 0.031], [-0.018, 0.112, 0.079], [-1.152, -0.038, -0.576], [0.283, -0.109, 0.199], [-0.108, 0.087, -0.049], [0.153, -0.237, -0.144], [-0.547, 0.647, 0.442], [1.645, -0.986, 0.518], [-0.796, 0.339, -0.039], [-0.056, -0.010, -0.113], [0.221, -0.046, -0.169], [0.469, 0.064, 0.116], [0.030, -0.013, -0.018], [0.055, -0.116, -0.004], [0.018, 0.023, 0.036], [0.023, 0.098, 0.003], [0.008, 0.048, -0.090], [-0.005, 0.041, -0.008], [-0.022, 0.009, -0.009], [-0.032, 0.076, -0.006], [-0.029, 0.081, -0.088], [0.028, -0.004, -0.004], [0.098, 0.005, -0.037], [0.012, -0.031, -0.025], [-0.009, -0.035, -0.058], [-0.051, -0.023, -0.026], [-0.017, -0.022, -0.012], [-0.059, 0.027, 0.088], [-0.062, 0.006, -0.001], [-0.040, 0.145, 0.009]]}